A molecular structure, C5H8IrO8SSbSe4 in a non-equilibrium geometry. Source: OMol25; level of theory: ωB97M-V/def2-TZVPD.

Each line ends with the Löwdin spin population.
Cartesian coordinates (Å):
Ir -0.302 -0.677 0.558  0.699
O -2.676 -1.321 -2.764  -0.001
C -1.840 -0.808 -1.884  0.000
O -1.581 -1.425 -0.861  0.002
C -1.321 0.573 -2.232  0.001
O -0.093 0.843 -1.632  0.039
C 1.058 0.359 -2.323  0.002
C 1.360 -1.091 -1.954  0.009
O 1.832 -1.827 -2.790  0.009
O 1.106 -1.419 -0.721  0.040
H -2.972 -2.181 -2.423  0.000
H -2.052 1.275 -1.819  0.000
H -1.303 0.678 -3.319  0.000
H 1.884 0.989 -1.992  0.000
H 0.934 0.452 -3.402  0.001
Se 3.642 -3.901 1.050  0.015
Sb 2.569 -2.119 2.324  0.014
Se -0.155 -2.890 1.574  0.010
Se -1.455 -1.312 2.597  0.078
Se 2.749 -2.643 4.641  0.015
C -0.376 2.717 2.965  0.000
S 0.043 1.988 1.425  0.007
O 0.653 2.989 0.604  0.004
O 0.872 0.776 1.720  0.001
O -1.221 1.391 0.867  0.055
H 0.526 3.166 3.375  0.000
H -0.752 1.939 3.626  0.000
H -1.131 3.478 2.787  0.000

Values from the calculation:
* frontier orbital gap (spin up / spin down): 4.360 / 3.730 eV
* charge: -1
* ⟨S²⟩: 0.756
* spin multiplicity: 2
* HOMO energy (spin up / spin down): -3.35 / -3.26 eV


A single C2 molecule. Source: OMol25; level of theory: ωB97M-V/def2-TZVPD.

Each line ends with the Löwdin charge.
Cartesian coordinates (Å):
C 0.273 0.541 0.147  0.000
C -0.273 -0.541 -0.147  0.000

Values from the calculation:
* frontier orbital gap: 6.879 eV
* ΔE to the lowest compared entry with this formula, charge and spin: 0.0 kcal per mole
* HOMO energy: -11.61 eV


A molecular structure, C26H33O4P2PdS in a non-equilibrium geometry. Source: OMol25; level of theory: ωB97M-V/def2-TZVPD.

Each line ends with the Löwdin spin population.
Cartesian coordinates (Å):
Pd 10.354 8.761 10.901  0.549
O 9.192 6.626 7.605  0.007
S 9.399 7.631 8.643  0.006
O 10.769 8.110 8.757  0.020
O 8.948 7.254 10.017  0.026
C 8.460 9.056 8.147  0.000
C 7.327 8.850 7.358  0.000
C 6.692 9.924 6.746  -0.001
C 7.169 11.195 6.923  0.000
C 8.168 11.462 7.845  0.004
C 8.816 10.380 8.495  -0.001
P 9.714 10.799 9.978  0.048
C 11.139 11.710 9.376  0.034
C 11.573 11.601 8.036  0.031
C 12.748 12.198 7.633  0.004
C 13.544 12.951 8.534  0.055
C 13.121 13.090 9.842  0.004
C 11.905 12.489 10.299  0.052
C 8.561 11.834 10.898  0.011
C 7.404 11.155 11.382  0.030
C 6.476 11.804 12.196  0.007
C 6.569 13.166 12.454  0.019
C 7.755 13.829 12.067  0.011
C 8.759 13.169 11.322  0.012
H 7.051 7.834 7.071  0.000
H 5.868 9.781 6.064  0.000
H 6.769 12.007 6.263  0.000
H 8.646 12.462 7.954  0.002
H 11.013 11.034 7.280  0.002
H 13.033 12.115 6.589  -0.001
H 14.428 13.457 8.197  0.005
H 13.672 13.710 10.482  -0.001
H 11.541 12.608 11.289  0.004
H 7.304 10.049 11.178  0.008
H 5.723 11.220 12.685  0.000
H 5.779 13.763 12.917  0.001
H 7.865 14.866 12.287  0.000
H 9.730 13.629 11.103  0.001
C 7.753 9.035 14.002  0.038
C 9.279 8.821 13.852  0.104
C 10.113 9.478 14.948  0.046
C 9.605 7.339 13.844  0.012
C 9.816 9.524 12.632  0.714
H 7.398 8.530 14.925  0.007
H 7.313 8.533 13.112  0.003
H 7.571 10.096 14.127  0.001
H 9.859 9.039 15.906  0.009
H 9.926 10.578 14.975  0.001
H 11.185 9.401 14.744  0.009
H 9.409 6.884 14.797  0.000
H 10.664 7.176 13.534  0.003
H 8.983 6.791 13.077  0.002
H 9.710 10.609 12.722  0.048
C 13.099 5.720 10.446  0.001
P 13.398 7.489 10.732  0.006
C 14.908 7.640 11.720  0.004
C 13.740 8.329 9.180  0.000
O 12.261 8.064 11.640  0.039
H 13.314 5.102 11.333  0.000
H 13.707 5.314 9.608  0.000
H 12.047 5.557 10.160  0.000
H 15.705 7.060 11.174  0.001
H 14.790 7.344 12.751  0.000
H 15.166 8.716 11.670  0.000
H 14.814 8.195 8.922  0.000
H 13.602 9.401 9.374  0.000
H 13.081 8.022 8.380  0.000

Values from the calculation:
* frontier orbital gap (spin up / spin down): 3.784 / 5.961 eV
* charge: -1
* ΔE to the lowest compared entry with this formula, charge and spin: 26.7 kcal per mole
* ⟨S²⟩: 2.027
* spin multiplicity: 3
* HOMO energy (spin up / spin down): -1.08 / -3.28 eV


A molecular structure, C28H74BaCl4N6O8 in a non-equilibrium geometry. Source: OMol25; level of theory: ωB97M-V/def2-TZVPD.

Each line ends with the Löwdin spin population.
Cartesian coordinates (Å):
Ba 0.192 -1.500 -2.483  -0.004
O -0.317 1.174 -1.268  0.025
C 0.431 0.944 -0.060  0.014
C 0.369 -0.329 0.819  0.089
O 0.586 -1.688 0.351  0.779
H 0.217 1.804 0.576  -0.001
H 1.469 1.183 -0.292  0.006
H -0.594 -0.302 1.329  0.055
H 0.935 -0.263 1.748  0.018
C -2.826 3.332 -2.215  0.000
C -2.679 3.900 -0.811  0.000
C -3.458 3.128 0.298  0.000
O -4.852 3.090 -0.096  0.000
C -5.765 2.732 0.955  0.000
N -1.285 4.026 -0.445  0.000
H -2.462 3.988 -3.006  0.000
H -3.881 3.215 -2.463  0.000
H -2.316 2.371 -2.274  0.000
H -3.183 4.866 -0.772  0.000
H -3.213 3.543 1.276  0.000
H -3.030 2.126 0.315  0.000
H -5.604 3.490 1.722  0.000
H -5.535 1.772 1.416  0.000
H -6.809 2.568 0.686  0.000
H -1.203 3.845 0.545  0.000
H -0.853 3.187 -0.805  0.000
C -3.198 -1.091 -4.849  0.000
C -2.828 -0.084 -3.813  0.000
C -3.107 -0.628 -2.421  0.000
O -2.493 -1.943 -2.191  0.000
C -2.915 -2.569 -0.997  0.001
N -1.412 0.349 -4.022  0.000
H -2.763 -2.085 -4.742  0.000
H -3.043 -0.691 -5.851  0.000
H -4.271 -1.279 -4.850  0.000
H -3.542 0.715 -4.015  0.000
H -4.181 -0.649 -2.239  0.000
H -2.728 0.068 -1.673  0.000
H -2.576 -2.053 -0.099  0.000
H -2.725 -3.643 -0.981  0.000
H -3.998 -2.564 -0.872  0.000
H -1.185 1.047 -3.329  0.000
H -1.335 0.856 -4.892  0.000
C -1.849 -0.669 4.309  0.001
C -3.129 -0.101 3.665  0.000
C -2.881 1.397 3.404  0.000
O -3.258 2.180 4.489  0.000
C -2.754 3.516 4.459  0.000
N -3.290 -0.696 2.331  0.004
H -1.572 -0.101 5.198  0.000
H -1.065 -0.686 3.553  0.001
H -2.103 -1.660 4.685  0.000
H -3.951 -0.338 4.341  0.000
H -3.522 1.782 2.611  0.000
H -1.868 1.626 3.075  0.000
H -3.583 4.161 4.751  0.000
H -2.598 3.885 3.445  0.000
H -1.950 3.703 5.171  0.000
H -2.472 -0.463 1.786  0.002
H -3.285 -1.704 2.404  0.000
C -0.801 -5.122 1.793  0.000
C 0.645 -5.167 2.010  0.000
C 1.187 -6.591 2.322  0.000
O 1.040 -6.917 3.694  0.000
C 1.789 -8.064 4.132  0.000
N 1.158 -4.625 0.765  -0.001
H -1.097 -5.506 0.817  0.000
H -1.152 -4.093 1.872  0.000
H -1.283 -5.725 2.563  0.000
H 0.978 -4.426 2.736  0.000
H 2.222 -6.657 1.989  0.000
H 0.651 -7.328 1.725  0.000
H 1.422 -8.909 3.551  0.000
H 1.696 -8.278 5.197  0.000
H 2.861 -7.938 3.978  0.000
H 0.870 -3.659 0.690  -0.001
H 2.166 -4.669 0.795  0.000
C 3.851 4.008 -3.009  0.000
C 2.959 3.162 -2.077  0.000
C 2.474 3.997 -0.918  0.000
O 3.627 4.080 -0.020  0.000
C 3.742 2.971 0.908  0.000
N 1.866 2.639 -2.943  0.000
H 4.742 4.214 -2.415  0.000
H 3.372 4.973 -3.170  0.000
H 4.112 3.606 -3.988  0.000
H 3.426 2.298 -1.605  0.000
H 1.577 3.674 -0.389  0.000
H 2.221 4.979 -1.318  0.000
H 3.856 1.920 0.642  0.000
H 2.835 3.005 1.512  0.000
H 4.560 3.099 1.617  0.000
H 1.254 3.417 -3.147  0.000
H 1.289 2.083 -2.329  0.000
C 3.739 0.337 -5.618  0.000
C 3.013 -0.591 -4.657  0.000
C 3.828 -0.809 -3.383  0.000
O 3.016 -1.677 -2.570  0.000
C 3.507 -1.812 -1.281  0.005
N 1.652 -0.149 -4.474  0.000
H 4.018 1.299 -5.188  0.000
H 3.219 0.516 -6.559  0.000
H 4.640 -0.210 -5.898  0.000
H 3.115 -1.520 -5.218  0.000
H 3.982 0.143 -2.874  0.000
H 4.787 -1.248 -3.657  0.000
H 2.958 -2.655 -0.860  0.002
H 3.393 -0.919 -0.667  0.001
H 4.572 -2.039 -1.228  0.001
H 1.635 0.777 -4.072  0.000
H 1.346 0.006 -5.424  0.000
C 3.650 -1.281 2.483  0.000
Cl 4.236 -1.893 4.058  0.000
Cl 5.136 -0.988 1.512  0.000
H 3.045 -2.072 2.039  0.000
H 3.014 -0.416 2.670  0.000
C 1.456 1.285 5.120  0.000
Cl 3.113 1.889 5.237  0.000
Cl 0.360 2.102 6.283  0.000
H 1.060 1.485 4.124  0.000
H 1.494 0.201 5.230  0.000

Values from the calculation:
* frontier orbital gap (spin up / spin down): 8.387 / 5.208 eV
* charge: +1
* ⟨S²⟩: 0.755
* spin multiplicity: 2
* HOMO energy (spin up / spin down): -11.10 / -11.09 eV


19 unconnected molecules or ions with the total composition H38O19 in a non-equilibrium geometry. Source: OMol25; level of theory: ωB97M-V/def2-TZVPD.

Each line ends with the Löwdin charge.
Cartesian coordinates (Å):
O 2.896 0.451 -4.153  -0.174
H 2.093 1.055 -3.878  0.060
H 3.799 0.397 -3.595  0.112
O 1.011 -2.195 -3.388  -0.146
H 1.626 -1.325 -3.294  0.075
H 0.611 -1.775 -4.220  0.063
O 0.753 2.689 2.509  -0.115
H 1.389 2.835 1.686  0.089
H 1.469 2.269 3.077  0.091
O -4.303 -0.293 1.283  -0.036
H -4.495 0.598 1.087  -0.002
H -4.952 -0.562 1.974  0.079
O 0.454 -1.901 3.131  -0.080
H 0.035 -2.812 2.962  0.049
H -0.332 -1.412 2.852  -0.020
O 3.810 0.788 -0.887  -0.004
H 3.380 0.168 -0.493  -0.122
H 3.264 1.469 -1.241  0.017
O -1.615 1.384 3.595  -0.066
H -0.698 1.605 3.608  -0.012
H -1.662 0.385 3.521  -0.013
O -0.185 -5.001 1.744  -0.073
H 0.765 -4.973 1.336  0.105
H -0.403 -4.083 1.734  -0.036
O -0.154 -1.719 -0.418  -0.111
H -0.776 -1.017 -0.605  0.023
H -0.251 -2.337 -1.244  0.108
O -2.165 -1.025 3.215  -0.034
H -2.552 -1.216 2.392  0.016
H -2.379 -1.798 3.818  0.142
O -1.836 0.700 -4.490  -0.041
H -2.679 0.776 -4.090  0.007
H -1.372 0.746 -3.638  0.031
O 1.437 0.245 -1.102  -0.158
H 0.895 -0.537 -0.857  -0.036
H 0.995 0.847 -0.285  0.116
O -2.272 -2.644 -0.856  -0.079
H -2.632 -2.374 0.048  0.074
H -2.969 -3.100 -1.340  0.055
O -3.711 2.968 1.261  0.048
H -3.446 3.035 0.429  -0.035
H -3.051 2.560 1.754  -0.018
O 1.192 3.653 -0.318  0.003
H 1.013 4.539 0.195  0.142
H 1.885 3.897 -0.757  -0.068
O 0.696 2.921 -3.544  -0.112
H -0.203 3.382 -3.379  0.087
H 1.285 3.406 -2.874  0.050
O 3.006 -3.706 -0.447  -0.145
H 3.754 -3.295 -1.025  0.084
H 2.607 -2.863 0.035  0.072
O -0.840 1.223 0.810  0.025
H -0.185 1.794 1.139  -0.034
H -1.514 1.142 1.365  -0.072
O 2.682 0.314 1.157  -0.043
H 2.055 0.165 1.971  0.120
H 2.773 -0.440 0.729  -0.062

Values from the calculation:
* frontier orbital gap: 9.671 eV
* ΔE to the lowest compared entry with this formula, charge and spin: 207.3 kcal per mole
* HOMO energy: -10.18 eV


E_tot? In order: -303292.601; -2064.732; -68579.099; -106329.188; -39513.909 eV.